(1)
Computed, not measured: a cluster of 12 separate species, C40H112N8O12 in total in a non-equilibrium geometry, with wB97M-V/def2-TZVPD.

```
! RIJCOSX wB97M-V def2-TZVPD def2/J DEFGRID3
* xyz 0 1
C -0.39 -0.23 -1.47
O 0.56 0.66 -0.93
C -0.16 1.64 -0.11
C 0.96 2.57 0.44
C 2.01 3.07 -0.45
N 1.72 1.81 1.45
H 0.24 -0.89 -2.07
H -0.99 0.33 -2.18
H -0.90 -0.84 -0.72
H -0.92 2.22 -0.64
H -0.72 1.18 0.71
H 0.43 3.41 0.89
H 1.60 3.69 -1.24
H 2.54 2.29 -1.00
H 2.76 3.65 0.08
H 2.20 2.50 2.01
H 2.38 1.36 0.84
C -4.00 7.19 6.55
O -2.79 6.46 6.18
C -1.85 6.34 7.21
C -0.57 5.59 6.73
C 0.29 5.13 7.90
N 0.20 6.50 5.94
H -4.68 7.33 5.71
H -3.77 8.09 7.11
H -4.68 6.62 7.17
H -1.43 7.27 7.60
H -2.31 5.88 8.09
H -0.93 4.70 6.22
H -0.39 4.62 8.58
H 0.51 5.98 8.54
H 1.18 4.60 7.55
H -0.48 7.03 5.41
H 0.81 6.09 5.25
C -1.01 -8.41 -3.38
O -2.04 -9.24 -3.93
C -1.95 -10.72 -3.79
C -3.30 -11.28 -4.31
C -3.60 -12.81 -4.05
N -3.57 -10.92 -5.68
H -1.16 -8.26 -2.31
H -0.96 -7.50 -3.98
H -0.06 -8.92 -3.52
H -1.15 -11.18 -4.37
H -1.79 -11.02 -2.75
H -4.03 -10.72 -3.72
H -3.54 -13.31 -3.08
H -2.89 -13.48 -4.54
H -4.55 -12.98 -4.55
H -4.54 -11.19 -5.72
H -3.52 -9.92 -5.84
C -1.77 3.49 -6.65
O -0.43 3.75 -6.42
C 0.40 3.72 -7.51
C 1.82 3.50 -6.88
C 3.03 3.74 -7.80
N 1.81 2.22 -6.22
H -1.99 2.44 -6.79
H -2.18 4.11 -7.45
H -2.33 3.76 -5.75
H 0.15 2.99 -8.29
H 0.41 4.61 -8.14
H 1.91 4.19 -6.04
H 3.02 4.77 -8.17
H 3.09 3.12 -8.70
H 3.92 3.68 -7.18
H 2.57 2.13 -5.56
H 1.05 2.31 -5.57
C 12.63 3.28 -4.48
O 11.45 3.25 -3.72
C 10.29 2.71 -4.37
C 9.06 2.80 -3.35
C 9.36 1.76 -2.23
N 7.81 2.27 -3.92
H 12.80 2.24 -4.79
H 13.48 3.64 -3.91
H 12.60 3.72 -5.48
H 10.09 3.21 -5.32
H 10.47 1.67 -4.65
H 9.01 3.78 -2.87
H 8.64 1.68 -1.41
H 10.12 2.05 -1.50
H 9.55 0.70 -2.40
H 7.78 2.34 -4.92
H 7.97 1.28 -3.81
C -10.23 0.42 3.27
O -9.13 1.26 3.37
C -8.16 0.76 4.26
C -7.19 1.94 4.54
C -6.40 2.34 3.29
N -6.31 1.53 5.61
H -9.83 -0.56 2.99
H -10.87 0.71 2.44
H -10.78 0.37 4.22
H -8.59 0.37 5.18
H -7.60 -0.12 3.95
H -7.77 2.80 4.87
H -5.81 1.55 2.82
H -5.61 3.04 3.55
H -6.94 2.93 2.56
H -5.50 2.13 5.69
H -5.91 0.61 5.51
C -4.46 -3.60 7.50
O -3.74 -2.78 6.49
C -2.75 -3.55 5.84
C -1.87 -2.75 4.81
C -0.98 -3.55 3.89
N -0.93 -1.93 5.56
H -3.81 -3.73 8.37
H -4.74 -4.52 7.00
H -5.41 -3.14 7.77
H -2.06 -4.10 6.48
H -3.26 -4.33 5.27
H -2.60 -2.27 4.16
H -0.38 -4.35 4.34
H -0.33 -2.88 3.33
H -1.63 -4.06 3.18
H -1.48 -1.65 6.36
H -0.80 -1.05 5.08
C 4.78 -3.59 -1.32
O 5.78 -4.27 -1.96
C 6.07 -3.97 -3.33
C 7.35 -4.70 -3.73
C 8.61 -3.99 -3.30
N 7.26 -4.98 -5.16
H 4.77 -3.56 -0.23
H 3.80 -4.00 -1.55
H 4.74 -2.57 -1.71
H 5.28 -4.39 -3.96
H 6.25 -2.94 -3.64
H 7.47 -5.64 -3.19
H 9.46 -4.66 -3.42
H 8.57 -3.69 -2.25
H 8.83 -3.13 -3.92
H 7.41 -4.04 -5.48
H 6.34 -5.27 -5.47
C -7.63 0.66 -1.79
C -6.48 0.98 -2.69
O -6.28 0.01 -3.71
H -7.86 1.56 -1.23
H -7.55 -0.26 -1.21
H -8.48 0.48 -2.46
H -5.54 1.14 -2.18
H -6.69 1.86 -3.30
H -6.04 -0.82 -3.30
C -3.08 9.34 1.45
C -1.71 9.37 0.69
O -0.72 8.65 1.53
H -3.05 9.68 2.49
H -3.54 8.36 1.62
H -3.83 9.93 0.93
H -1.33 10.39 0.58
H -1.87 8.87 -0.26
H 0.00 9.27 1.61
C -5.75 -5.00 0.59
C -5.06 -5.82 -0.50
O -4.72 -4.92 -1.54
H -6.14 -5.67 1.36
H -6.47 -4.23 0.28
H -5.08 -4.32 1.11
H -5.86 -6.50 -0.78
H -4.28 -6.29 0.11
H -4.43 -5.56 -2.19
C 6.87 0.31 3.83
C 6.21 0.75 5.13
O 6.35 2.18 4.97
H 6.19 0.49 3.00
H 6.90 -0.78 3.87
H 7.80 0.83 3.61
H 6.81 0.50 6.00
H 5.13 0.59 5.19
H 5.92 2.68 5.66
*
```

SMILES string: COC[C@H](C)N.COC[C@H](C)N.COC[C@H](C)N.COC[C@H](C)N.COC[C@H](C)N.COC[C@H](C)N.COC[C@H](C)N.COC[C@H](C)N.CCO.CCO.CCO.CCO
Kohn-Sham gap, eV: 9.238
Energy above the lowest of the compared OMol25 structures with the same formula, charge and spin, kJ/mol: 678.7
Maximum force, eV/A: 3.85

(2)
Computed, not measured: a cluster of 12 separate species, C40H112N8O12 in total in a non-equilibrium geometry, with wB97M-V/def2-TZVPD.

```
! RIJCOSX wB97M-V def2-TZVPD def2/J DEFGRID3
* xyz 0 1
C -3.69 0.01 -2.65
O -4.01 1.39 -2.90
C -3.70 1.96 -4.14
C -2.21 2.31 -4.17
C -1.64 3.29 -3.19
N -1.95 2.92 -5.46
H -3.94 -0.24 -1.62
H -2.62 -0.10 -2.83
H -4.23 -0.63 -3.35
H -3.99 1.27 -4.93
H -4.25 2.90 -4.19
H -1.59 1.41 -4.05
H -0.65 3.66 -3.43
H -1.64 2.89 -2.17
H -2.32 4.14 -3.21
H -2.51 3.76 -5.50
H -1.01 3.28 -5.58
C 6.69 0.38 -1.03
O 5.89 -0.43 -0.24
C 4.77 0.30 0.23
C 3.93 -0.64 1.10
C 3.52 -1.90 0.31
N 2.72 0.05 1.49
H 6.80 1.42 -0.69
H 6.28 0.31 -2.03
H 7.75 0.14 -1.03
H 5.07 1.16 0.82
H 4.20 0.77 -0.57
H 4.52 -0.99 1.95
H 3.04 -1.61 -0.63
H 2.91 -2.59 0.89
H 4.41 -2.50 0.12
H 2.93 0.98 1.83
H 2.24 0.34 0.65
C 1.17 3.58 -7.29
O 1.12 3.25 -5.91
C 2.44 2.81 -5.48
C 2.29 2.63 -3.90
C 3.65 2.43 -3.22
N 1.47 1.44 -3.68
H 1.61 2.67 -7.72
H 1.80 4.44 -7.47
H 0.19 3.79 -7.72
H 2.88 1.95 -5.98
H 3.24 3.51 -5.71
H 1.89 3.57 -3.53
H 3.43 2.49 -2.15
H 4.35 3.26 -3.31
H 4.20 1.51 -3.43
H 1.72 0.70 -4.32
H 0.66 1.75 -4.21
C 0.28 -0.42 -6.48
O 1.48 -0.55 -5.73
C 1.48 -1.72 -4.94
C 2.75 -1.74 -3.95
C 4.14 -1.60 -4.64
N 2.76 -2.92 -3.17
H 0.38 0.53 -7.01
H -0.60 -0.20 -5.87
H 0.15 -1.18 -7.25
H 0.53 -1.74 -4.42
H 1.63 -2.62 -5.54
H 2.58 -0.92 -3.25
H 4.94 -1.60 -3.90
H 4.23 -0.70 -5.25
H 4.34 -2.48 -5.25
H 2.00 -3.02 -2.51
H 3.58 -2.89 -2.58
C -0.77 0.07 4.55
O -0.54 1.29 5.21
C 0.77 1.50 5.72
C 0.99 2.89 6.30
C 2.46 3.10 6.87
N 0.00 3.22 7.33
H -1.80 0.14 4.21
H -0.71 -0.83 5.17
H -0.11 0.08 3.68
H 0.90 0.72 6.47
H 1.45 1.32 4.88
H 0.85 3.60 5.48
H 2.68 2.41 7.68
H 2.70 4.14 7.12
H 3.17 2.82 6.09
H -0.90 2.87 7.04
H 0.26 2.60 8.09
C -3.81 -2.63 0.74
O -4.85 -3.24 1.48
C -5.48 -2.25 2.31
C -4.72 -1.93 3.61
C -4.66 -3.06 4.69
N -5.29 -0.79 4.28
H -4.18 -1.92 0.00
H -3.25 -3.40 0.20
H -3.16 -2.06 1.41
H -5.79 -1.34 1.78
H -6.49 -2.64 2.48
H -3.71 -1.58 3.40
H -5.64 -3.37 5.06
H -4.14 -2.74 5.60
H -4.06 -3.87 4.29
H -4.90 -0.55 5.18
H -5.20 0.05 3.73
C -0.94 -3.52 3.86
O -1.12 -4.41 2.80
C -0.19 -3.99 1.72
C -0.01 -5.04 0.59
C 1.05 -4.66 -0.53
N -1.28 -5.16 -0.16
H -1.81 -3.64 4.51
H -0.82 -2.47 3.58
H -0.10 -3.85 4.47
H -0.68 -3.12 1.29
H 0.80 -3.71 2.08
H 0.30 -6.00 0.99
H 1.26 -5.36 -1.33
H 1.99 -4.49 -0.02
H 0.88 -3.73 -1.07
H -1.95 -5.41 0.56
H -1.27 -5.98 -0.75
C -1.80 4.73 2.93
O -2.75 3.73 2.82
C -2.22 2.55 2.23
C -3.30 1.49 2.06
C -3.93 1.43 0.69
N -4.28 1.47 3.11
H -1.29 4.96 2.00
H -0.98 4.50 3.60
H -2.15 5.69 3.30
H -1.80 2.88 1.28
H -1.37 2.18 2.81
H -2.83 0.51 2.19
H -3.23 1.34 -0.14
H -4.42 2.39 0.53
H -4.66 0.62 0.58
H -4.81 2.32 2.99
H -3.90 1.69 4.02
C -1.33 -4.38 -3.41
C -2.34 -3.47 -2.80
O -1.76 -2.90 -1.65
H -0.33 -3.95 -3.40
H -1.62 -4.54 -4.44
H -1.37 -5.37 -2.96
H -3.24 -3.96 -2.43
H -2.64 -2.74 -3.55
H -1.43 -3.60 -1.08
C 1.31 5.45 0.23
C 1.00 4.02 -0.28
O 0.86 3.10 0.84
H 1.42 6.21 -0.54
H 2.26 5.51 0.76
H 0.43 5.80 0.78
H 1.72 3.61 -0.98
H 0.00 4.01 -0.72
H 0.82 2.21 0.47
C -0.50 -0.42 0.45
C 0.03 -0.22 -0.96
O 1.23 0.60 -0.98
H -1.46 -0.92 0.40
H -0.66 0.47 1.06
H 0.25 -0.99 1.01
H -0.80 0.25 -1.50
H 0.32 -1.15 -1.44
H 1.46 0.83 -1.89
C 2.23 -2.47 5.79
C 2.66 -1.54 4.65
O 1.79 -1.68 3.53
H 1.23 -2.42 6.21
H 2.87 -2.36 6.66
H 2.16 -3.48 5.38
H 3.68 -1.79 4.36
H 2.72 -0.49 4.94
H 2.13 -1.24 2.75
*
```

SMILES string: COC[C@H](C)N.COC[C@H](C)N.COC[C@H](C)N.COC[C@H](C)N.COC[C@H](C)N.COC[C@H](C)N.COC[C@H](C)N.COC[C@H](C)N.CCO.CCO.CCO.CCO
Kohn-Sham gap, eV: 8.399
Energy above the lowest of the compared OMol25 structures with the same formula, charge and spin, kJ/mol: 205.2
Maximum force, eV/A: 3.50

Look up the energy above the lowest of the compared OMol25 structures with the same formula, charge and spin of the first one. 678.7 kJ/mol